(1)
This record from the Open Molecules 2025 dataset describes one molecule with the formula C17H22N6O2S. The level of theory is ωB97M-V with the def2-TZVPD basis set.

Each line ends with the natural charge from an NBO analysis.
Geometry (Å):
S 0.19755 -1.32498 -0.24724  0.32
O 1.96775 -0.56612 1.82518  -0.64
O -6.60173 0.43327 0.79073  -0.60
N -0.18947 1.41558 -0.50272  -0.21
N 1.74224 2.02345 -1.09599  -0.05
N 0.59010 2.46186 -0.82760  -0.06
N 3.95045 -0.97365 0.84153  -0.44
N 1.80729 0.70708 -0.97296  -0.36
N -4.57507 -0.41626 0.17656  -0.63
C 5.84169 0.79334 -0.40025  -0.40
C -1.52782 1.57784 -0.13080  0.15
C -2.41054 0.51106 -0.16897  -0.29
C -4.16696 1.95847 0.61960  -0.26
C 2.61438 -1.07982 0.93162  0.69
C -6.58382 -2.22212 -1.24249  -0.60
C 4.61873 0.03055 1.65127  -0.22
C 4.97739 1.23372 0.77869  -0.41
C -6.45641 -1.90354 0.24763  -0.49
C -3.73665 0.69640 0.21763  0.26
C 5.12181 -0.30357 -1.18112  -0.42
C 1.90659 -1.92522 -0.13265  -0.62
C 0.60526 0.31251 -0.59817  0.19
C -3.27393 3.01516 0.63506  -0.17
C 4.78834 -1.45717 -0.23270  -0.21
C -5.91289 -0.49875 0.44916  0.69
C -1.95365 2.84119 0.26651  -0.23
H 6.04088 1.64475 -1.05174  0.21
H -5.61571 -2.19458 -1.73895  0.20
H -2.07878 -0.46124 -0.50114  0.21
H 5.74316 -0.66599 -2.00121  0.21
H -7.00988 -3.21333 -1.37741  0.22
H -3.61454 3.99065 0.94541  0.22
H 2.34537 -1.83040 -1.12217  0.25
H 5.49999 1.97695 1.38177  0.21
H -4.11501 -1.27362 -0.09808  0.40
H 1.84752 -2.97050 0.17054  0.25
H 5.52097 -0.41485 2.08305  0.19
H -5.19313 2.10002 0.91286  0.26
H 4.05760 1.68157 0.39920  0.22
H 3.94069 0.31988 2.45481  0.25
H 4.19341 0.09929 -1.58965  0.23
H -7.43997 -1.94880 0.71558  0.24
H 5.71190 -1.83736 0.22043  0.19
H 6.80010 0.41465 -0.03419  0.19
H -1.24866 3.65614 0.27840  0.24
H -5.80256 -2.62944 0.73553  0.21
H -7.23655 -1.49854 -1.72471  0.22
H 4.31261 -2.28551 -0.75579  0.21

Calculated values
Gap between HOMO and LUMO: 8.963 eV
E_HOMO: -8.740 eV
SMILES: CCC(=O)Nc1cccc(-n2nnnc2SCC(=O)N2CCCCC2)c1
Calculated total energy: -41857.027 eV
Energy above the lowest of the compared OMol25 structures with the same formula, charge and spin: 18.2 kcal/mol
LUMO energy: 0.2 eV

---

(2)
This record from the Open Molecules 2025 dataset describes one molecule with the formula C6H8. The level of theory is ωB97M-V with the def2-TZVPD basis set.

Each line ends with the natural charge from an NBO analysis.
Geometry (Å):
C 0.76084 -0.14782 -0.20590  0.07
C -1.10251 2.00349 -0.06884  -0.51
C -0.09074 -2.32674 0.47240  -0.62
C 0.10299 1.89619 -0.52095  0.14
C 1.27627 1.15745 -0.76819  -0.56
C -0.25683 -0.80993 0.29119  -0.31
H 2.17666 1.71111 -0.35499  0.27
H -0.39040 -2.43881 1.59441  0.20
H 1.02264 -2.51400 0.45899  0.22
H 1.29552 0.91749 -1.81311  0.26
H -0.61462 -3.11717 -0.10123  0.23
H -1.46790 1.24779 0.58036  0.20
H -1.57538 2.90049 -0.35356  0.23
H -1.13654 -0.47955 0.78942  0.19

Calculated values
Gap between HOMO and LUMO (spin up / spin down): 8.123 / 8.437 eV
E_HOMO (spin up / spin down): -7.708 / -7.843 eV
Calculated total energy: -6345.401 eV
Energy above the lowest of the compared OMol25 structures with the same formula, charge and spin: 124.1 kcal/mol
LUMO energy (spin up / spin down): 0.4 / 0.6 eV

---

(3)
This record from the Open Molecules 2025 dataset describes C39H33Br5InN4O3S as an isolated structure. The level of theory is ωB97M-V with the def2-TZVPD basis set.

Each line ends with the Löwdin charge.
Geometry (Å):
In 0.31067 -0.04800 -0.54210  0.81
Br -3.96692 2.34793 0.65984  0.74
Br -3.03677 4.56882 -4.53629  0.66
Br 3.22408 -0.76257 0.65081  0.88
Br -4.70086 4.60612 -1.67143  0.66
Br -0.69286 2.23594 -5.02130  0.74
S -2.36725 -2.36818 0.00381  0.96
O -1.19634 -1.97838 0.85464  -0.54
O -0.49868 0.43156 -2.59920  -0.16
O -1.80193 0.44604 -0.35180  -0.21
N 0.28392 0.06465 2.00551  0.06
N 0.22026 2.08757 0.47843  0.00
N 1.82830 1.45058 -1.49881  0.02
N -0.37428 2.29846 1.57388  0.11
C 0.29470 -0.98469 2.81771  -0.16
C 2.84614 1.07507 -2.37798  -0.31
C -3.80588 -1.59442 0.77344  -0.34
C 1.72437 3.73521 -2.38453  -0.02
C 3.63452 -0.37232 -4.13750  -0.08
C 1.13481 4.95573 -2.30410  -0.08
C -2.46818 -4.16685 2.92368  -0.11
C -1.20428 0.06498 4.33920  -0.07
C -1.72007 2.29105 -3.43458  -0.64
C 4.12944 1.61095 -2.27208  -0.05
C 1.17991 -4.54026 -2.53214  -0.05
C 4.29096 -3.23747 -0.03918  -0.15
C -0.44481 1.12505 2.34814  -0.32
C -2.69620 3.26836 -3.20417  -0.77
C -1.92398 -4.66043 1.59056  -0.29
C 3.19879 -2.44049 -0.22918  -0.57
C -0.40939 -1.02840 4.00566  -0.07
C 2.08764 -2.81252 -1.04284  -0.20
C -0.09581 4.36286 -0.33672  -0.02
C 2.60538 0.08206 -3.32938  -0.02
C 4.36057 -4.49994 -0.65760  -0.09
C -3.38920 3.28696 -2.01457  -0.77
C -1.42685 1.32021 -2.48573  -0.43
C 0.94040 -1.99880 -1.28630  -0.16
C 3.33591 -4.91054 -1.45186  -0.05
C 5.14924 1.15914 -3.09176  -0.10
C 0.21001 5.29484 -1.27890  -0.09
C -4.95200 -1.02001 -1.42143  -0.10
C -5.06254 -1.72388 -0.07593  -0.29
C -2.15623 1.33934 -1.24114  -0.42
C 1.39885 2.69618 -1.44148  -0.22
C -2.68356 -4.13494 0.37542  -0.31
C -1.22517 1.16020 3.50451  -0.01
C -3.10441 2.32189 -1.03458  -0.64
C 0.10930 -3.74265 -2.79205  -0.07
C 0.00755 -2.48068 -2.17603  -0.15
C 4.91139 0.15958 -4.02479  -0.12
C 0.48490 3.07511 -0.39988  -0.21
C 2.20256 -4.08908 -1.66568  -0.17
H -5.88745 -1.28952 0.49692  0.11
H 0.89611 -1.82351 2.48977  0.10
H 2.38757 3.49665 -3.20438  0.11
H -3.76202 -4.25964 0.49220  0.08
H -1.95727 -5.75362 1.55332  0.11
H -3.48722 -0.55575 0.84588  0.04
H -0.35474 -1.90342 4.63755  0.10
H -0.26530 6.26544 -1.28007  0.09
H -1.79372 0.06033 5.24739  0.10
H -3.92818 -2.00526 1.77419  0.09
H -4.84535 0.05500 -1.28503  0.06
H 1.28431 -5.51304 -2.99826  0.10
H -2.29783 -3.10008 3.03190  0.05
H -0.83231 -1.85461 -2.43707  0.08
H 1.34842 5.68951 -3.07282  0.10
H 4.32145 2.37392 -1.52740  0.12
H 3.43048 -1.14479 -4.86817  0.10
H -1.97623 -4.67074 3.75695  0.07
H 5.23003 -5.12437 -0.50361  0.10
H 5.71312 -0.20021 -4.65607  0.09
H 1.59976 -0.29806 -3.43638  0.09
H 6.14081 1.58328 -2.99191  0.09
H -3.54043 -4.35891 3.00968  0.07
H -0.87800 -4.36886 1.49523  0.10
H -4.08140 -1.35638 -1.98486  0.07
H -0.66280 -4.06409 -3.48115  0.10
H -5.83896 -1.20375 -2.02793  0.07
H -2.37990 -4.67360 -0.52341  0.08
H -0.81453 4.55338 0.44879  0.11
H 3.37253 -5.87138 -1.94922  0.10
H -1.80840 2.04632 3.71022  0.11
H -5.32316 -2.78053 -0.21552  0.09
H 5.10270 -2.89231 0.58341  0.09

Calculated values
Net charge: -1
Gap between HOMO and LUMO: 5.749 eV
E_HOMO: -4.031 eV
Calculated total energy: -419305.673 eV
Energy above the lowest of the compared OMol25 structures with the same formula, charge and spin: 14.5 kcal/mol
LUMO energy: 1.7 eV

---

(4)
This record from the Open Molecules 2025 dataset describes C15H38AlCaCl7INbO6PSi as an isolated structure. The level of theory is ωB97M-V with the def2-TZVPD basis set.

Each line ends with the Löwdin charge.
Geometry (Å):
I -3.89477 0.12877 1.92214  0.38
Nb -4.12001 0.41076 -2.05956  1.00
Ca 0.97891 1.45777 0.70138  1.28
Cl -6.85758 -0.13902 -4.24407  -0.05
Cl 1.30915 7.75462 5.39419  0.54
Cl 3.43656 5.86452 4.94151  0.52
Cl -5.26400 -2.57294 1.65055  -0.03
Cl 0.71574 5.16228 4.27851  0.51
Cl -0.95689 0.67382 1.93852  -0.12
Cl 1.51718 5.40559 7.04507  0.54
P -5.35001 -0.48656 -0.00977  0.32
Si -0.27366 -1.02437 -2.32054  0.43
Al 1.05922 -4.50408 -4.51274  1.11
O -2.20674 3.36889 -1.69079  -0.12
O 4.24332 -1.37319 -3.08648  -0.06
O -1.73762 -0.57830 -2.81229  -0.37
O -5.49974 -2.16897 -0.27753  -0.86
O 1.57978 1.80551 3.99554  0.03
O 1.98663 -0.06659 5.12246  0.04
C -3.62235 -1.66343 -2.99554  -0.34
C 0.84903 1.61009 6.29790  -0.07
C 4.59951 -2.68629 -2.65005  -0.48
C 1.04343 0.16858 -3.01144  -0.11
C 1.74528 6.04906 5.41628  -2.06
C 1.50850 1.17138 5.01168  -0.51
C -1.19838 3.20417 0.51033  -0.18
C -0.32916 -0.77089 -0.44396  -0.25
C -2.48103 3.14556 -0.31700  -0.36
C 1.41016 0.60715 7.30240  -0.14
C 0.20238 -2.85374 -2.52958  -0.20
C 4.08763 -3.71251 -3.65029  -0.08
C 6.10684 -2.78465 -2.48871  -0.04
C 1.65286 -0.60826 6.42645  -0.13
C -2.38569 -1.35512 -3.79228  -0.39
H 4.52233 -3.54902 -4.63835  0.10
H -2.67975 -0.75553 -4.64206  0.09
H -5.75676 0.48311 -3.02509  -0.18
H 0.76578 -1.23412 6.32439  0.13
H 4.11565 -2.84194 -1.68410  0.14
H -2.97519 2.17470 -0.20872  -0.05
H 6.61129 -2.58688 -3.43684  0.09
H 0.97936 1.04792 -2.35482  0.01
H 6.46153 -2.04124 -1.77839  0.09
H 6.40423 -3.77192 -2.13709  0.09
H -1.37965 -0.64762 -0.15674  -0.02
H -0.39634 -3.52647 -1.93387  0.07
H 1.12116 2.62984 6.54609  0.08
H -2.64368 0.43758 -0.98904  -0.05
H -3.45899 -2.43000 -2.24187  0.03
H -0.70747 4.17383 0.38935  0.09
H 0.81931 0.50115 -4.00999  0.04
H -3.30376 1.29533 -3.43206  -0.07
H -4.48573 -1.92555 -3.60066  0.01
H -1.40723 3.04137 1.57464  0.04
H -1.61519 2.68163 -1.99577  0.04
H -0.23328 1.51957 6.18847  0.14
H -5.83860 -2.31055 -1.22347  0.07
H 2.35675 0.97567 7.69827  0.12
H -1.84414 -2.20878 -4.22150  0.09
H -0.00606 -1.66111 0.07214  0.06
H 0.75289 0.40729 8.14361  0.12
H 2.03771 -0.23979 -2.89467  0.00
H -4.47685 2.08822 -1.38859  -0.09
H 0.17905 0.11411 -0.09516  -0.17
H 4.32495 -4.72791 -3.33092  0.10
H 0.18168 -3.10278 -3.60751  -0.19
H -3.16601 3.91974 0.01512  0.13
H 4.66209 -1.21665 -3.93654  0.10
H 1.25083 -2.95360 -2.24333  0.03
H -0.48992 2.44578 0.16909  -0.09
H 2.47309 -1.22026 6.78780  0.13
H 2.99042 -3.62472 -3.76414  -0.08

Calculated values
Net charge: +1
Gap between HOMO and LUMO: 2.697 eV
E_HOMO: -7.932 eV
Calculated total energy: -167945.890 eV
LUMO energy: -5.2 eV